1.
This record from OMol25 describes C28H25F2N6O7Zr as an isolated structure at a distorted geometry. The level of theory is the ωB97M-V functional and the def2-TZVPD basis.

Properties
Energy   -2184.24296 hartree
Frontier orbital gap   6.926 eV
Spin multiplicity   1
Net charge   -1
Maximum force   2.45 eV Å⁻¹
LUMO   1.9 eV

XYZ file:
```
69
C28H25F2N6O7Zr, DFT the ωB97M-V functional and the def2-TZVPD basis
Zr -0.38 1.02 0.08
O -0.81 0.54 -1.85
C -1.44 -0.50 -2.26
C -1.06 -1.17 -3.45
C -1.67 -2.34 -3.85
C -2.69 -2.91 -3.10
C -3.16 -2.23 -1.99
C -2.59 -1.03 -1.58
C -3.27 -0.21 -0.61
N -2.88 0.96 -0.29
C -3.75 1.81 0.48
C -2.89 2.56 1.51
N -1.94 1.56 1.93
C -2.04 1.09 3.11
C -1.39 -0.12 3.52
C -1.30 -0.42 4.88
C -0.78 -1.62 5.32
C -0.37 -2.55 4.37
C -0.48 -2.29 3.02
C -0.96 -1.06 2.53
O -1.07 -0.81 1.24
H -0.27 -0.73 -4.04
H -1.35 -2.82 -4.77
H -3.14 -3.84 -3.41
H -4.00 -2.62 -1.44
H -4.23 -0.61 -0.24
H -4.53 1.22 1.00
H -4.22 2.52 -0.20
H -3.51 2.94 2.34
H -2.36 3.38 1.01
H -2.70 1.57 3.84
H -1.64 0.31 5.59
H -0.69 -1.83 6.37
H 0.04 -3.50 4.70
H -0.14 -3.04 2.33
O 4.61 5.94 -1.39
C 4.92 4.77 -1.14
O 6.02 4.24 -1.00
C 3.70 3.79 -0.97
C 3.90 2.46 -0.60
C 2.82 1.63 -0.41
N 1.55 2.04 -0.55
C 1.35 3.33 -0.90
C 2.39 4.22 -1.13
C -0.11 3.75 -0.91
O -0.44 4.87 -1.25
O -0.92 2.85 -0.47
H 4.92 2.11 -0.47
H 2.96 0.60 -0.10
H 2.20 5.24 -1.40
F 0.47 2.40 1.79
C 1.21 1.38 2.52
F 1.16 0.31 1.46
H 2.26 1.73 2.42
C 2.11 -4.41 -1.39
N 1.73 -3.05 -1.69
C 2.51 -2.17 -2.52
C 1.94 -0.79 -2.11
O 2.18 0.24 -2.68
N 1.10 -0.97 -1.04
C 0.97 -2.28 -0.87
N 0.12 -2.78 0.02
H 2.64 -4.83 -2.24
H 1.22 -5.01 -1.21
H 2.75 -4.46 -0.50
H 2.34 -2.35 -3.58
H 3.58 -2.22 -2.31
H -0.45 -2.05 0.52
H -0.07 -3.76 0.05
```

2.
This record from OMol25 describes one molecule with the formula C28H25N3O3. The level of theory is the ωB97M-V functional and the def2-TZVPD basis.

Properties
SMILES   O=C(CCN1C(=O)c2ccccc2C1=O)N1CCN(C2c3ccccc3-c3ccccc32)CC1
Energy   -1472.05626 hartree
Frontier orbital gap   7.781 eV
Spin multiplicity   1
Maximum force   0.71 eV Å⁻¹
LUMO   -0.3 eV

XYZ file:
```
59
C28H25N3O3, DFT the ωB97M-V functional and the def2-TZVPD basis
O -2.36 -1.46 1.76
C -1.94 -2.00 0.75
N -0.69 -1.78 0.30
C -0.13 -2.21 -0.96
H -0.70 -3.05 -1.37
C 1.33 -2.65 -0.77
N 2.16 -1.71 -0.07
C 1.54 -1.28 1.16
C 0.12 -0.76 0.96
H -0.36 -0.54 1.92
H 0.12 0.14 0.35
H 2.16 -0.50 1.62
H 1.51 -2.14 1.84
C 2.93 -0.72 -0.80
C 4.18 -0.39 0.00
C 5.13 -1.26 0.48
C 6.18 -0.74 1.23
C 6.27 0.62 1.49
C 5.30 1.49 1.01
C 4.25 0.98 0.27
C 3.11 1.63 -0.36
C 2.77 2.97 -0.40
C 1.64 3.35 -1.12
C 0.90 2.40 -1.80
C 1.25 1.06 -1.77
C 2.34 0.67 -1.02
H 0.66 0.34 -2.33
H 0.03 2.70 -2.37
H 1.35 4.39 -1.15
H 3.36 3.71 0.11
H 5.37 2.55 1.22
H 7.09 1.00 2.07
H 6.94 -1.41 1.61
H 5.06 -2.32 0.29
H 3.20 -1.17 -1.76
H 1.77 -2.87 -1.74
H 1.33 -3.57 -0.17
H -0.19 -1.37 -1.67
C -2.85 -2.92 -0.04
C -3.47 -2.15 -1.22
N -3.86 -0.83 -0.78
C -3.02 0.27 -0.86
O -1.99 0.29 -1.48
C -3.69 1.34 -0.09
C -3.30 2.64 0.17
C -4.13 3.42 0.95
C -5.32 2.91 1.46
C -5.71 1.60 1.20
C -4.88 0.83 0.42
C -5.00 -0.59 0.00
O -5.86 -1.40 0.21
H -6.63 1.20 1.60
H -5.95 3.54 2.07
H -3.86 4.44 1.18
H -2.37 3.02 -0.23
H -4.36 -2.67 -1.59
H -2.75 -2.01 -2.03
H -2.35 -3.82 -0.40
H -3.65 -3.22 0.64
```

3.
This record from OMol25 describes C28H25N5O4W as an isolated structure. The level of theory is the ωB97M-V functional and the def2-TZVPD basis.

Properties
Energy   -1723.39117 hartree
Frontier orbital gap (spin up / spin down)   6.746 / 6.823 eV
Spin multiplicity   1
Net charge   +2
Maximum force   0.78 eV Å⁻¹
LUMO (spin up / spin down)   -7.4 / -7.6 eV

XYZ file:
```
63
C28H25N5O4W, DFT the ωB97M-V functional and the def2-TZVPD basis
W 0.52 -0.79 1.40
C 2.57 2.97 0.09
C 2.30 1.63 0.38
N 1.14 1.25 0.89
C 0.21 2.20 1.18
C 0.39 3.55 0.90
C 1.61 3.93 0.32
C -0.66 4.47 1.25
C -1.77 4.05 1.88
C -1.94 2.67 2.23
C -3.04 2.16 2.96
C -3.09 0.83 3.29
C -2.07 -0.03 2.88
N -1.03 0.42 2.17
C -0.96 1.76 1.86
H 3.54 3.23 -0.33
H 3.04 0.85 0.21
H 1.80 4.97 0.08
H -0.52 5.52 1.01
H -2.55 4.75 2.16
H -3.83 2.83 3.27
H -3.91 0.42 3.86
H -2.08 -1.09 3.09
N 4.68 -0.89 1.32
N 4.23 -2.13 1.79
C 2.98 -2.34 2.24
O 2.53 -3.35 2.69
O 2.17 -1.20 2.13
H 5.20 -1.05 0.47
H 5.30 -0.47 2.00
H 4.89 -2.87 2.02
C -4.00 0.64 -3.45
C -2.60 0.69 -2.91
C -1.73 1.68 -3.35
C -0.43 1.76 -2.90
C 0.04 0.84 -1.97
C -0.83 -0.15 -1.53
N -0.40 -1.13 -0.52
C 0.72 -2.05 -0.75
C 1.66 -1.88 -1.77
C 2.64 -2.83 -1.94
C 2.68 -3.97 -1.12
C 1.74 -4.15 -0.13
C 0.75 -3.19 0.07
C -0.33 -3.45 1.10
O -0.82 -4.51 1.28
O -0.66 -2.34 1.80
C -2.14 -0.26 -1.98
C -3.04 -1.37 -1.49
H -4.18 1.47 -4.12
H -4.75 0.69 -2.65
H -4.18 -0.28 -4.01
H -2.09 2.40 -4.08
H 0.24 2.53 -3.28
H 1.05 0.89 -1.62
H -1.23 -1.70 -0.33
H 1.58 -1.04 -2.45
H 3.36 -2.72 -2.73
H 3.44 -4.72 -1.28
H 1.74 -5.04 0.50
H -2.60 -2.36 -1.66
H -3.99 -1.37 -2.01
H -3.27 -1.28 -0.42
```

4.
This record from OMol25 describes C28H25N5OS3Tc as an isolated structure. The level of theory is the ωB97M-V functional and the def2-TZVPD basis.

Properties
Energy   -2706.33892 hartree
Frontier orbital gap (spin up / spin down)   5.841 / 5.740 eV
Spin multiplicity   2
Maximum force   0.67 eV Å⁻¹
LUMO (spin up / spin down)   -1.9 / -1.8 eV

XYZ file:
```
63
C28H25N5OS3Tc, DFT the ωB97M-V functional and the def2-TZVPD basis
Tc -0.05 -0.24 -0.57
C -0.47 0.82 3.61
C -0.26 0.17 2.29
N 0.05 0.82 1.21
N 0.23 2.17 1.27
C 0.75 2.65 0.16
N 0.99 3.97 0.11
S 1.19 1.68 -1.22
C -0.33 -1.29 2.14
C -0.51 -2.15 3.20
C -0.39 -3.52 2.99
C -0.11 -3.99 1.72
C -0.01 -3.08 0.68
N -0.12 -1.77 0.89
H -0.28 1.88 3.54
H 0.18 0.38 4.36
H -1.51 0.66 3.93
H 0.95 4.50 0.97
H 1.48 4.35 -0.68
H -0.71 -1.77 4.19
H -0.51 -4.21 3.82
H 0.00 -5.04 1.51
H 0.16 -3.38 -0.34
C 5.01 -2.27 0.96
C 3.95 -1.55 1.54
C 2.90 -1.14 0.77
C 2.83 -1.41 -0.62
C 1.72 -1.01 -1.45
C 1.87 -1.14 -2.81
C 3.00 -1.76 -3.39
C 4.00 -2.25 -2.61
C 3.94 -2.07 -1.21
C 5.01 -2.51 -0.38
H 5.84 -2.61 1.58
H 3.97 -1.31 2.60
H 2.12 -0.54 1.23
H 1.09 -0.79 -3.48
H 3.05 -1.86 -4.47
H 4.86 -2.74 -3.04
H 5.84 -3.03 -0.85
C -1.67 1.10 -1.18
C -2.98 0.62 -0.68
C -3.31 0.73 0.68
C -4.53 0.31 1.16
C -5.48 -0.22 0.28
C -5.18 -0.31 -1.08
C -3.95 0.11 -1.54
C -6.75 -0.66 0.78
N -7.77 -1.02 1.18
H -1.44 2.05 -0.70
H -1.66 1.23 -2.25
H -2.59 1.18 1.36
H -4.77 0.40 2.21
H -5.92 -0.71 -1.76
H -3.73 0.04 -2.60
C -2.58 -3.26 -4.12
O -2.99 -3.37 -2.75
C -2.38 -2.66 -1.78
S -2.92 -2.94 -0.25
S -1.05 -1.69 -2.31
H -1.55 -3.58 -4.25
H -2.69 -2.23 -4.48
H -3.26 -3.92 -4.66
```

5.
This record from OMol25 describes C28H25N8O2Ru as an isolated structure at a distorted geometry. The level of theory is the ωB97M-V functional and the def2-TZVPD basis.

Properties
Energy   -1765.17450 hartree
Frontier orbital gap (spin up / spin down)   7.386 / 7.397 eV
Spin multiplicity   1
Net charge   +1
Maximum force   5.32 eV Å⁻¹
LUMO (spin up / spin down)   -3.5 / -3.5 eV

XYZ file:
```
64
C28H25N8O2Ru, DFT the ωB97M-V functional and the def2-TZVPD basis
Ru -0.56 -1.15 -0.77
O -1.71 2.40 0.34
C -1.17 1.33 0.51
N -0.17 0.75 -0.22
C 0.74 1.44 -0.96
O 0.81 2.64 -1.14
C 1.79 0.48 -1.47
C 3.05 0.95 -1.83
C 4.02 0.04 -2.19
C 3.71 -1.32 -2.16
C 2.43 -1.71 -1.79
N 1.49 -0.83 -1.46
C -1.50 0.41 1.66
C -1.91 0.89 2.89
C -2.03 0.01 3.95
C -1.76 -1.34 3.73
C -1.43 -1.75 2.45
N -1.30 -0.90 1.44
H 3.22 2.02 -1.81
H 5.01 0.37 -2.46
H 4.44 -2.07 -2.42
H 2.16 -2.75 -1.77
H -2.11 1.95 3.01
H -2.32 0.35 4.93
H -1.81 -2.07 4.52
H -1.24 -2.79 2.23
N -0.88 1.24 -4.65
C -0.18 0.25 -4.07
N -0.84 -0.19 -3.03
C -1.98 0.58 -3.00
N -2.01 1.45 -3.99
C -2.99 0.38 -2.00
C -4.15 1.16 -1.93
N -5.08 0.94 -1.04
C -4.91 -0.07 -0.20
C -3.78 -0.86 -0.23
N -2.79 -0.62 -1.10
H -0.66 1.78 -5.48
H 0.78 -0.10 -4.41
H -4.30 1.97 -2.64
H -5.70 -0.26 0.52
H -3.67 -1.70 0.44
C -0.26 -5.19 -2.16
C -0.88 -4.34 -1.03
C -2.33 -4.80 -0.76
C -1.00 -2.93 -1.50
C -0.04 -4.53 0.22
C 0.67 -3.48 0.78
C 1.46 -3.65 1.91
C 1.54 -4.90 2.49
C 0.84 -5.96 1.95
C 0.05 -5.78 0.83
H -0.84 -5.10 -3.07
H -0.22 -6.24 -1.87
H 0.76 -4.86 -2.36
H -2.98 -4.52 -1.59
H -2.71 -4.33 0.15
H -2.38 -5.88 -0.64
H -1.44 -2.92 -2.51
H 0.59 -2.47 0.32
H 2.01 -2.82 2.32
H 2.17 -5.04 3.36
H 0.90 -6.94 2.40
H -0.49 -6.62 0.42
```

6.
This record from OMol25 describes a 4-piece molecular cluster, C28H26B2ClF3N2O2 overall at a distorted geometry. The level of theory is the ωB97M-V functional and the def2-TZVPD basis.

Properties
SMILES   CB(O)c1cnc2c(B(C)O)cc(Cl)cc2n1.Fc1ccccc1.Fc1ccccc1.Fc1ccccc1
Energy   -2152.15536 hartree
Frontier orbital gap   8.586 eV
Spin multiplicity   1
Maximum force   1.80 eV Å⁻¹
LUMO   -0.6 eV

XYZ file:
```
64
C28H26B2ClF3N2O2, DFT the ωB97M-V functional and the def2-TZVPD basis
C 3.41 -0.87 1.26
B 2.19 -1.35 0.38
O 2.46 -2.37 -0.54
C 0.72 -0.72 0.52
C 0.60 0.70 0.45
N -0.55 1.32 0.56
C -1.62 0.50 0.72
C -2.93 1.10 0.85
B -3.19 2.67 0.85
C -2.29 3.76 1.54
O -4.34 3.12 0.20
C -4.03 0.30 0.96
C -3.87 -1.12 0.97
Cl -5.34 -2.08 1.10
C -2.66 -1.68 0.89
C -1.47 -0.90 0.75
N -0.29 -1.57 0.67
H 3.60 0.22 1.17
H 3.29 -1.10 2.33
H 4.34 -1.35 0.92
H 2.32 -1.97 -1.42
H 1.49 1.31 0.30
H -1.23 3.49 1.65
H -2.32 4.69 0.94
H -2.67 4.01 2.55
H -4.34 2.73 -0.69
H -5.01 0.77 1.03
H -2.59 -2.77 0.93
F 4.74 0.31 -1.73
C 3.82 0.76 -2.59
C 3.42 -0.06 -3.64
C 2.46 0.41 -4.52
C 1.91 1.67 -4.36
C 2.33 2.48 -3.31
C 3.28 2.02 -2.41
H 3.86 -1.04 -3.75
H 2.13 -0.22 -5.34
H 1.17 2.03 -5.06
H 1.91 3.47 -3.19
H 3.61 2.63 -1.58
F -4.54 -4.85 -5.69
C -4.47 -4.40 -4.42
C -5.45 -3.55 -3.95
C -5.38 -3.09 -2.64
C -4.32 -3.47 -1.83
C -3.34 -4.32 -2.32
C -3.41 -4.80 -3.62
H -6.26 -3.26 -4.60
H -6.14 -2.43 -2.26
H -4.26 -3.10 -0.81
H -2.51 -4.62 -1.69
H -2.66 -5.47 -4.02
F 1.39 1.70 3.41
C 2.55 1.77 4.10
C 3.05 0.63 4.69
C 4.24 0.70 5.40
C 4.91 1.91 5.51
C 4.39 3.05 4.91
C 3.20 2.98 4.20
H 2.51 -0.31 4.60
H 4.65 -0.19 5.86
H 5.84 1.96 6.07
H 4.91 3.99 5.01
H 2.79 3.86 3.72
```

7.
This record from OMol25 describes C28H26BrCrN5O4PS2 as an isolated structure at a distorted geometry. The level of theory is the ωB97M-V functional and the def2-TZVPD basis.

Properties
Energy   -6413.74912 hartree
Frontier orbital gap (spin up / spin down)   5.263 / 7.759 eV
Spin multiplicity   5
Net charge   -1
Maximum force   1.14 eV Å⁻¹
LUMO (spin up / spin down)   2.0 / 2.0 eV

XYZ file:
```
68
C28H26BrCrN5O4PS2, DFT the ωB97M-V functional and the def2-TZVPD basis
Cr -0.57 -1.26 -0.18
O 4.13 -0.98 -2.04
C 3.06 -0.36 -2.01
O 2.05 -0.50 -2.79
C 2.86 0.67 -0.91
P 1.12 0.78 -0.22
C 0.51 2.20 -1.22
C 0.61 2.06 -2.60
C 0.06 3.00 -3.46
C -0.60 4.11 -2.96
C -0.71 4.26 -1.58
C -0.16 3.32 -0.73
C 1.63 1.52 1.41
C 1.84 0.63 2.46
C 2.30 1.07 3.70
C 2.58 2.41 3.90
C 2.41 3.30 2.86
C 1.96 2.86 1.62
H 3.13 1.64 -1.32
H 3.53 0.45 -0.08
H 1.14 1.20 -3.00
H 0.16 2.87 -4.53
H -1.04 4.84 -3.63
H -1.23 5.12 -1.17
H -0.30 3.45 0.34
H 1.66 -0.42 2.30
H 2.45 0.35 4.49
H 2.93 2.76 4.87
H 2.65 4.35 3.00
H 1.88 3.57 0.80
N -2.27 -0.76 3.09
C -1.16 -1.52 3.03
N -0.51 -1.83 1.95
C 0.45 -2.80 2.24
C 0.59 -3.13 3.53
S -0.57 -2.30 4.47
C 1.22 -3.39 1.13
C 1.99 -4.47 1.26
S 2.68 -4.88 -0.25
C 1.87 -3.53 -0.99
N 1.13 -2.83 -0.15
N 2.04 -3.30 -2.31
H -2.54 -0.32 2.21
H -2.44 -0.23 3.92
H 1.30 -3.82 3.98
H 2.16 -5.08 2.14
H 2.81 -3.80 -2.71
H 2.07 -2.29 -2.56
N -0.91 -1.31 -2.39
C -1.45 -2.64 -2.78
C -2.10 -3.39 -1.60
O -2.78 -4.39 -1.89
O -1.85 -2.91 -0.45
H -1.51 -0.58 -2.72
H 0.01 -1.14 -2.79
H -0.63 -3.27 -3.12
H -2.18 -2.57 -3.58
Br -5.91 3.08 0.06
C -4.43 1.88 0.02
C -4.50 0.72 -0.73
C -3.41 -0.14 -0.74
C -2.20 0.10 -0.05
C -2.22 1.30 0.69
C -3.29 2.18 0.75
H -5.40 0.48 -1.28
H -3.52 -1.06 -1.31
H -1.34 1.56 1.28
H -3.24 3.10 1.33
```